# 1
Formula: C24H23Cl2Ge2I2NO5PtSe
Source: the Open Molecules 2025 dataset
Level of theory: the ωB97M-V functional and the def2-TZVPD basis

Output
Highest occupied orbital energy (alpha / beta): -4.7962 / -4.7936 eV
Net charge: -1
E_LUMO (alpha / beta): 1.25 / 1.16 eV
Multiplicity: 2
E_tot: -259859.4037 eV
Relative energy (zero: lowest compared OMol25 entry of this formula, charge and spin): 92.4 kcal/mol
Frontier orbital gap (alpha / beta): 6.047 / 5.950 eV

Structure (XYZ):
```
61
Properties=species:S:1:pos:R:3:forces:R:3
Pt 0.912 -1.290 -1.335 -2.676 -1.809 1.786
Cl -0.237 -5.943 -3.047 -0.250 0.006 -0.021
C -1.351 -4.905 -2.231 -0.089 0.608 0.182
C -2.603 -5.384 -1.848 0.024 0.260 0.119
C -3.497 -4.587 -1.171 0.224 -0.181 -0.129
Cl -5.048 -5.228 -0.732 -0.305 -0.174 0.072
C -3.166 -3.271 -0.798 0.404 0.022 -0.223
C -3.981 -2.410 -0.040 0.063 0.267 0.098
C -3.510 -1.172 0.314 -0.260 -0.305 -0.102
C -2.227 -0.791 -0.091 0.066 0.254 -0.032
N -1.462 -1.560 -0.827 1.496 0.661 0.133
C -1.891 -2.781 -1.197 -0.357 -0.661 0.035
C -0.968 -3.573 -1.964 0.376 -0.150 -0.299
O 0.146 -3.075 -2.345 0.200 0.010 -0.650
H -2.850 -6.405 -2.087 -0.144 -0.134 -0.023
H -4.963 -2.742 0.264 -0.048 -0.007 0.035
H -4.104 -0.492 0.907 0.010 0.020 0.027
H -1.828 0.170 0.195 0.074 0.065 0.013
O 3.260 2.125 -1.042 0.536 0.686 -0.461
Se 2.761 0.584 -1.777 -0.579 2.498 -0.819
O 0.195 1.610 -0.129 0.251 -0.600 0.942
O 3.881 -0.353 -0.947 1.302 0.900 1.099
O 3.379 0.728 -3.237 0.289 0.388 -1.025
C -1.967 1.521 -2.283 0.421 0.438 0.251
Ge -0.449 2.530 -1.460 -0.474 0.496 -0.957
C -0.980 4.245 -0.580 0.082 -0.555 -0.428
C 0.834 2.862 -2.945 -0.342 -0.007 0.408
Ge 1.067 0.170 0.591 -0.303 1.224 0.098
C -0.105 -0.076 2.219 0.681 -0.557 -1.082
C -0.639 1.019 2.873 0.206 0.367 -0.125
C -1.602 0.849 3.850 -0.115 0.099 0.135
C -2.036 -0.425 4.181 -0.083 -0.029 0.089
C -1.492 -1.526 3.543 -0.121 -0.192 0.116
C -0.534 -1.348 2.561 0.220 -0.168 0.008
C 2.705 1.183 1.140 -0.286 -0.779 0.053
C 3.502 0.778 2.171 -0.568 -0.321 -0.080
C 4.638 1.490 2.569 0.077 -0.158 0.219
C 4.999 2.659 1.883 0.140 0.478 -0.244
C 4.268 3.110 0.834 0.094 -0.130 0.017
C 3.056 2.392 0.339 -0.476 0.464 0.461
H -2.278 2.035 -3.187 -0.048 0.133 -0.178
H -2.829 1.433 -1.630 -0.117 0.038 0.139
H -1.646 0.518 -2.560 0.137 0.002 0.022
H -1.567 4.846 -1.267 -0.105 0.140 -0.110
H -0.100 4.818 -0.294 0.129 -0.043 -0.014
H -1.573 4.060 0.312 -0.051 -0.128 0.066
H 0.423 3.632 -3.596 -0.157 0.086 -0.041
H 0.976 1.963 -3.545 -0.021 -0.019 0.000
H 1.809 3.196 -2.601 -0.017 0.022 0.062
H -0.303 2.010 2.599 -0.051 0.114 -0.021
H -2.027 1.710 4.347 -0.007 0.062 0.039
H -2.798 -0.555 4.936 -0.049 -0.025 0.055
H -1.829 -2.521 3.796 -0.023 -0.078 0.026
H -0.114 -2.205 2.046 -0.101 -0.081 -0.015
H 3.241 -0.136 2.695 0.048 0.024 0.106
H 5.239 1.132 3.392 0.055 -0.023 0.056
H 5.886 3.198 2.191 0.016 0.020 -0.020
H 4.565 3.975 0.258 0.050 0.079 0.050
H 2.186 3.083 0.379 0.204 -0.136 0.065
I 3.431 -2.104 -1.841 0.337 -3.145 0.240
I 3.195 -4.774 -2.750 0.011 -0.335 -0.226
```
Positions in Å, forces in eV/Å.

These are the Mulliken partial charges, in e, on atoms 1 to 6: number 1, Pt, carries 1.109; number 2, Cl, carries -0.184; number 3, C, carries 0.384; number 4, C, carries -0.588; number 5, C, carries 0.752; number 6, Cl, carries -0.296



# 2
Formula: C24H23Cl4N5O3PRe
Source: the Open Molecules 2025 dataset
Level of theory: the ωB97M-V functional and the def2-TZVPD basis

Output
Highest occupied orbital energy (alpha / beta): -16.4709 / -16.5626 eV
Net charge: +3
E_LUMO (alpha / beta): -10.31 / -10.59 eV
Multiplicity: 2
E_tot: -100338.2186 eV
Frontier orbital gap (alpha / beta): 6.165 / 5.976 eV

Structure (XYZ):
```
61
Properties=species:S:1:pos:R:3:forces:R:3
Re 1.419 0.497 0.153 0.379 0.122 -0.251
Cl 1.108 -1.012 -6.862 0.003 0.010 0.026
C 1.474 -0.555 -5.255 0.014 -0.023 -0.044
C 2.737 -0.854 -4.722 0.020 -0.007 0.005
C 3.068 -0.495 -3.430 -0.005 -0.012 -0.040
C 2.119 0.150 -2.653 -0.033 0.091 0.161
O 2.445 0.556 -1.400 0.023 -0.105 -0.133
C 0.846 0.467 -3.168 0.061 -0.032 -0.059
C -0.031 1.314 -2.428 -0.018 0.082 0.007
N 0.045 1.502 -1.142 -0.016 -0.101 0.047
C -0.620 2.614 -0.537 -0.062 -0.004 -0.009
C -1.705 3.313 -1.009 -0.006 -0.027 -0.031
C -2.158 4.456 -0.323 -0.019 0.016 -0.004
C -1.522 4.906 0.805 0.000 0.006 0.009
C -0.412 4.196 1.317 -0.007 -0.003 0.013
C 0.335 4.586 2.451 0.012 0.005 0.010
C 1.413 3.835 2.866 -0.016 0.038 0.026
C 1.748 2.680 2.169 0.010 -0.027 -0.088
N 1.060 2.277 1.089 -0.115 -0.059 0.123
C 0.001 3.036 0.645 0.009 -0.018 0.084
C 0.546 0.123 -4.497 -0.046 0.019 0.021
H 3.464 -1.361 -5.343 -0.013 0.000 -0.006
H 4.050 -0.700 -3.027 -0.012 0.009 0.013
H -0.748 1.902 -2.996 0.008 -0.007 -0.017
H -2.224 3.012 -1.911 0.004 -0.001 0.003
H -3.010 4.994 -0.713 0.003 -0.001 0.002
H -1.858 5.804 1.308 0.001 -0.004 -0.002
H 0.059 5.487 2.987 -0.001 -0.004 -0.004
H 2.004 4.125 3.722 -0.001 -0.004 -0.005
H 2.579 2.055 2.474 -0.001 0.000 -0.005
H -0.412 0.391 -4.926 0.015 -0.005 -0.014
C -2.814 -2.010 2.435 -0.003 0.022 -0.032
N -1.522 -2.842 2.297 -0.003 0.000 0.004
C -1.670 -3.761 1.060 0.000 0.015 -0.033
N -1.974 -2.987 -0.092 -0.013 -0.004 0.002
C -3.202 -2.215 0.100 0.022 -0.003 0.014
N -3.071 -1.296 1.233 -0.014 0.002 0.007
C -2.149 -0.192 0.977 0.018 -0.053 0.013
P -0.465 -0.886 0.669 -0.049 0.044 0.018
C -0.319 -1.955 2.176 -0.008 -0.002 -0.020
C -0.859 -2.184 -0.582 -0.004 0.037 0.008
H -2.682 -1.345 3.288 0.007 0.000 0.007
H -3.614 -2.721 2.641 -0.001 -0.009 0.001
H -1.417 -3.430 3.129 0.011 0.004 0.004
H -2.482 -4.448 1.294 -0.006 -0.003 0.005
H -0.735 -4.309 0.952 0.007 0.001 0.009
H -4.027 -2.900 0.294 0.000 -0.003 -0.001
H -3.428 -1.654 -0.805 0.003 0.005 -0.003
H -2.133 0.495 1.825 0.004 0.002 0.003
H -2.483 0.369 0.103 -0.001 0.000 -0.002
H -0.243 -1.341 3.075 0.001 0.000 0.009
H 0.573 -2.580 2.114 0.005 -0.010 -0.001
H 0.024 -2.799 -0.756 0.010 -0.007 0.010
H -1.128 -1.710 -1.527 -0.008 0.002 0.002
Cl 3.751 -3.930 0.342 -0.003 -0.004 -0.009
C 3.831 -2.520 1.376 -0.035 -0.004 0.017
Cl 3.291 -2.934 3.023 -0.014 0.003 -0.009
Cl 5.433 -1.820 1.390 0.031 0.018 0.001
C 2.853 -1.451 0.897 -0.078 -0.027 0.045
O 2.770 -0.325 1.499 0.001 -0.014 -0.056
O 2.069 -1.623 -0.073 -0.072 0.033 0.152
```
Positions in Å, forces in eV/Å.

These are the Mulliken partial charges, in e, on atoms 1 to 6: number 1, Re, carries 1.451; number 2, Cl, carries -0.129; number 3, C, carries -0.031; number 4, C, carries -0.543; number 5, C, carries -0.631; number 6, C, carries 0.765



# 3
Formula: C24H23ClGeIKN3OS
Source: the Open Molecules 2025 dataset
Level of theory: the ωB97M-V functional and the def2-TZVPD basis

Output
Highest occupied orbital energy: -10.9665 eV
Net charge: +1
E_LUMO: -2.77 eV
E_tot: -136075.9074 eV
Relative energy (zero: lowest compared OMol25 entry of this formula, charge and spin): 0.0 kcal/mol
Frontier orbital gap: 8.192 eV

Structure (XYZ):
```
56
Properties=species:S:1:pos:R:3:forces:R:3
K 0.915 -2.961 0.781 0.215 -0.586 0.583
Cl -5.710 0.244 -0.427 0.065 -0.042 -0.008
C -4.053 -0.257 -0.578 -0.136 0.124 0.025
C -3.746 -1.580 -0.547 0.196 -0.136 -0.035
C -2.399 -2.017 -0.667 -0.311 0.510 0.002
I -2.029 -4.046 -0.653 0.067 -0.334 -0.002
C -1.383 -1.109 -0.814 0.074 0.098 -0.035
O -0.096 -1.480 -0.885 -0.601 0.283 -0.295
C -1.717 0.280 -0.878 0.095 -0.148 -0.043
N -0.679 1.114 -1.095 0.021 -0.063 0.012
C -0.902 2.399 -1.137 -0.096 0.088 0.002
C -2.190 2.955 -0.981 0.105 -0.013 -0.012
C -3.256 2.121 -0.800 -0.008 -0.020 0.006
C -3.041 0.726 -0.745 -0.077 -0.022 0.017
H -4.534 -2.312 -0.443 -0.017 0.001 0.007
H -0.042 3.037 -1.309 0.051 0.028 -0.016
H -2.319 4.026 -1.032 -0.012 0.029 0.004
H -4.259 2.515 -0.712 -0.026 -0.017 0.009
Ge 1.269 -0.570 -1.742 0.231 0.044 -0.277
C 2.265 0.824 -0.877 0.092 0.264 0.098
C 2.746 1.854 -1.683 0.000 0.024 -0.057
C 3.523 2.874 -1.149 -0.033 -0.043 -0.015
C 3.823 2.874 0.203 0.039 0.050 0.045
C 3.348 1.857 1.019 0.026 0.051 -0.002
C 2.576 0.838 0.481 -0.014 -0.052 0.054
C 2.362 -2.195 -1.725 -0.117 -0.152 -0.147
C 1.928 -3.274 -2.502 -0.007 0.012 0.048
C 2.531 -4.518 -2.403 0.014 -0.033 -0.016
C 3.576 -4.709 -1.509 0.051 -0.008 0.064
C 4.025 -3.651 -0.732 0.018 0.015 0.023
C 3.428 -2.399 -0.849 0.085 0.086 0.025
H 0.769 -0.263 -3.152 0.019 0.040 0.025
H 2.518 1.870 -2.744 -0.003 -0.010 -0.008
H 3.894 3.664 -1.787 0.000 0.015 -0.030
H 4.429 3.667 0.622 0.008 0.007 0.011
H 3.584 1.859 2.075 -0.016 -0.026 0.008
H 2.194 0.077 1.150 -0.018 -0.026 -0.030
H 1.099 -3.146 -3.189 -0.016 0.007 -0.009
H 2.189 -5.339 -3.018 -0.015 -0.011 -0.021
H 4.050 -5.678 -1.425 -0.003 -0.032 -0.005
H 4.844 -3.798 -0.039 0.024 0.017 -0.029
H 3.798 -1.581 -0.239 0.006 0.036 -0.042
C -4.076 0.481 2.847 -0.110 0.015 -0.024
N -2.825 -0.220 2.656 0.043 0.088 0.073
C -1.617 0.361 2.627 0.222 -0.132 -0.201
S -0.233 -0.587 2.383 0.011 -0.108 0.207
N -1.559 1.688 2.781 -0.223 -0.034 -0.021
C -0.357 2.497 2.682 -0.032 0.028 0.056
H -4.891 -0.238 2.802 0.024 -0.009 0.006
H -4.243 1.207 2.047 -0.006 0.040 0.056
H -4.120 0.979 3.819 0.007 0.007 -0.028
H -2.818 -1.221 2.574 -0.003 0.006 -0.006
H -2.425 2.179 2.939 0.020 -0.014 -0.010
H 0.500 1.836 2.610 0.022 0.017 -0.020
H -0.260 3.118 3.571 0.010 0.024 -0.033
H -0.402 3.128 1.794 0.037 0.017 0.013
```
Positions in Å, forces in eV/Å.

These are the Mulliken partial charges, in e, on atoms 1 to 6: number 1, K, carries 0.917; number 2, Cl, carries -0.205; number 3, C, carries 0.750; number 4, C, carries -0.548; number 5, C, carries 0.078; number 6, I, carries 0.033



# 4
Formula: C24H23ClIN6O4SiTe4Zr
Source: the Open Molecules 2025 dataset
Level of theory: the ωB97M-V functional and the def2-TZVPD basis

Output
Highest occupied orbital energy: -3.4454 eV
Net charge: -1
E_LUMO: 1.41 eV
E_tot: -101337.6991 eV
Relative energy (zero: lowest compared OMol25 entry of this formula, charge and spin): 44.4 kcal/mol
Frontier orbital gap: 4.855 eV

Structure (XYZ):
```
65
Properties=species:S:1:pos:R:3:forces:R:3
Zr 0.968 -0.043 -0.895 -0.899 -2.446 -1.644
Te 2.516 -1.679 -2.569 1.278 -0.258 -1.351
Te 3.639 -3.799 -3.775 0.062 -0.004 0.238
Te -0.190 -4.979 -2.684 0.048 0.127 0.374
Te 0.029 -2.440 -1.800 -1.389 -2.079 -1.880
O 3.445 2.136 0.864 -0.111 -0.088 -0.027
Cl 2.821 0.870 1.005 0.686 0.438 0.576
O 3.173 0.235 2.214 -0.132 0.019 -0.115
O 3.083 0.006 -0.169 0.814 0.742 0.782
O 1.329 1.033 0.904 0.378 0.634 1.229
C -1.617 2.164 -4.675 0.063 -0.040 0.005
C -0.452 1.474 -5.008 -0.078 0.006 0.017
C 0.200 0.695 -4.068 -0.041 -0.225 -0.057
C -0.266 0.537 -2.748 -0.104 0.992 0.190
C -1.449 1.234 -2.461 -0.099 -0.040 0.096
C -2.118 2.028 -3.395 -0.010 -0.044 0.018
H -2.122 2.785 -5.405 0.001 -0.014 -0.014
H -0.043 1.550 -6.009 -0.017 -0.002 -0.010
H 1.094 0.169 -4.387 0.057 0.037 0.063
H -1.903 1.163 -1.477 0.042 0.059 -0.007
H -3.035 2.532 -3.108 0.008 0.010 0.008
I 5.745 3.223 -3.076 -0.014 0.013 -0.007
C 3.823 3.179 -2.283 0.021 -0.050 -0.103
C 3.266 4.300 -1.691 -0.021 -0.010 0.010
C 1.987 4.198 -1.176 -0.003 0.023 -0.157
C 1.333 2.985 -1.267 -0.365 0.156 -0.129
N 1.874 1.895 -1.816 0.662 0.847 0.534
C 3.107 1.996 -2.324 -0.068 -0.040 -0.177
H 3.818 5.228 -1.634 0.011 -0.006 0.001
H 1.498 5.042 -0.711 -0.006 -0.012 0.007
H 0.319 2.882 -0.893 0.031 -0.021 0.041
H 3.513 1.101 -2.779 0.030 -0.020 0.084
C -3.279 3.035 2.113 -0.008 0.005 -0.011
C -2.057 2.564 2.572 0.004 -0.022 -0.004
C -1.525 1.389 2.056 0.004 -0.037 -0.006
C -2.192 0.641 1.077 -0.099 -0.080 0.032
C -3.434 1.130 0.652 0.058 -0.054 0.021
C -3.969 2.310 1.151 0.004 -0.004 0.007
Si -1.388 -0.907 0.236 -1.010 0.926 0.910
C -1.673 -2.305 1.516 0.108 0.165 0.234
C -1.855 -1.980 2.869 -0.077 -0.021 -0.060
C -2.023 -2.959 3.842 -0.030 0.021 -0.023
C -2.001 -4.303 3.487 0.019 -0.022 -0.002
C -1.848 -4.645 2.153 0.013 -0.008 -0.012
C -1.700 -3.659 1.182 0.019 0.004 -0.045
H -3.691 3.958 2.503 -0.006 -0.002 0.002
H -1.514 3.116 3.331 0.004 -0.004 0.001
H -0.566 1.044 2.430 0.004 0.016 -0.028
H -3.989 0.569 -0.092 0.001 0.025 -0.027
H -4.928 2.664 0.791 -0.006 -0.007 0.002
H -2.438 -1.204 -0.785 0.051 -0.003 -0.050
H -1.884 -0.939 3.169 0.028 -0.023 0.009
H -2.181 -2.671 4.876 0.000 0.006 -0.001
H -2.113 -5.071 4.243 -0.029 -0.008 -0.007
H -1.843 -5.686 1.850 -0.008 -0.007 0.011
H -1.601 -3.976 0.150 0.052 0.003 -0.005
N 1.333 -2.704 4.133 0.174 0.159 0.089
N 1.703 -2.702 2.798 0.131 -0.118 0.037
N 2.621 -3.508 2.318 -0.099 -0.004 -0.093
C 2.639 -3.134 1.042 -0.136 -0.143 -0.345
N 1.756 -2.160 0.794 0.047 0.764 0.805
N 1.185 -1.878 1.951 0.040 -0.122 -0.049
H 1.483 -3.649 4.464 -0.062 -0.044 -0.011
H 0.340 -2.487 4.147 -0.098 -0.090 0.004
H 3.242 -3.595 0.278 0.076 0.023 0.019
```
Positions in Å, forces in eV/Å.

These are the Mulliken partial charges, in e, on atoms 1 to 6: number 1, Zr, carries -0.643; number 2, Te, carries -0.154; number 3, Te, carries -0.312; number 4, Te, carries -0.317; number 5, Te, carries 0.176; number 6, O, carries -0.624